# 1
{
  "formula": "C35H26Cl4HgN2O2PSi",
  "method": "the ωB97M-V functional and the def2-TZVPD basis",
  "species": ["Hg", "Cl", "C", "C", "Cl", "C", "Cl", "C", "O", "C", "O", "C", "Cl", "N", "P", "C", "C", "C", "C", "C", "C", "C", "C", "C", "C", "C", "C", "C", "C", "C", "C", "C", "N", "H", "H", "H", "H", "H", "H", "H", "H", "H", "H", "H", "H", "H", "H", "H", "C", "C", "C", "C", "C", "C", "Si", "C", "C", "C", "C", "C", "C", "H", "H", "H", "H", "H", "H", "H", "H", "H", "H", "H"],
  "coordinates": [[-1.139, -0.412, -0.152], [-7.683, -2.514, 0.975], [-6.087, -1.878, 1.259], [-5.539, -1.910, 2.519], [-6.426, -2.585, 3.857], [-4.245, -1.401, 2.717], [-3.533, -1.420, 4.312], [-3.483, -0.848, 1.690], [-2.296, -0.373, 1.881], [-4.061, -0.817, 0.350], [-3.388, -0.310, -0.628], [-5.345, -1.341, 0.193], [-6.031, -1.294, -1.407], [1.435, 1.811, -0.377], [-0.067, 1.726, -1.342], [-0.926, 3.226, -1.218], [-2.228, 3.261, -0.625], [-2.882, 4.441, -0.414], [-2.289, 5.686, -0.764], [-1.010, 5.674, -1.323], [-0.326, 4.498, -1.545], [0.819, 1.808, -2.951], [0.163, 2.403, -4.032], [0.735, 2.406, -5.292], [1.971, 1.804, -5.504], [2.631, 1.208, -4.440], [2.060, 1.213, -3.173], [1.439, 1.600, 0.973], [2.536, 1.977, 1.776], [2.494, 1.699, 3.121], [1.382, 1.053, 3.668], [0.351, 0.724, 2.810], [0.375, 0.999, 1.506], [2.189, 2.398, -0.710], [-2.708, 2.323, -0.357], [-3.873, 4.422, 0.023], [-2.807, 6.619, -0.584], [-0.537, 6.616, -1.588], [0.665, 4.527, -1.986], [-0.800, 2.869, -3.857], [0.213, 2.878, -6.116], [2.413, 1.800, -6.493], [3.591, 0.729, -4.593], [2.577, 0.728, -2.356], [3.394, 2.457, 1.322], [3.331, 1.976, 3.753], [1.319, 0.814, 4.721], [-0.545, 0.217, 3.152], [0.110, -5.123, 3.525], [-0.620, -3.947, 3.462], [-0.580, -3.158, 2.317], [0.190, -3.532, 1.213], [0.917, -4.723, 1.299], [0.882, -5.513, 2.437], [0.243, -2.463, -0.353], [2.089, -2.066, -0.602], [2.885, -1.616, 0.454], [4.219, -1.285, 0.266], [4.799, -1.407, -0.990], [4.030, -1.865, -2.051], [2.694, -2.184, -1.855], [0.074, -5.741, 4.415], [-1.240, -3.639, 4.295], [-1.169, -2.247, 2.284], [1.525, -5.036, 0.455], [1.452, -6.435, 2.477], [-0.002, -3.427, -1.471], [2.450, -1.511, 1.442], [4.806, -0.923, 1.102], [5.841, -1.149, -1.139], [4.471, -1.963, -3.037], [2.106, -2.532, -2.697]],
  "fmax_ev_per_a": 0.67,
  "charge": -2,
  "s2": 0.7659,
  "orbital_gap_ev": [3.4967, 5.5970],
  "e_above_lowest_kcal_mol": 0.0,
  "multiplicity": 2
}

# 2
{
  "formula": "C35H26ClCrIP2S2",
  "method": "the ωB97M-V functional and the def2-TZVPD basis",
  "species": ["Cr", "S", "P", "C", "P", "S", "C", "C", "C", "C", "C", "C", "C", "C", "C", "C", "C", "C", "C", "C", "C", "C", "C", "C", "C", "C", "C", "C", "C", "C", "H", "H", "H", "H", "H", "H", "H", "H", "H", "H", "H", "H", "H", "H", "H", "H", "H", "H", "H", "H", "I", "C", "C", "C", "C", "C", "C", "C", "C", "C", "C", "H", "H", "H", "H", "H", "H", "Cl"],
  "coordinates": [[1.376, -0.645, -1.545], [0.914, -1.389, 2.271], [-0.282, -0.718, 0.867], [0.270, 0.397, -0.382], [0.312, 2.148, -0.186], [1.806, 3.102, 0.656], [0.240, 2.706, -1.928], [1.395, 2.562, -2.690], [1.412, 2.969, -4.010], [0.271, 3.511, -4.585], [-0.868, 3.681, -3.820], [-0.879, 3.300, -2.492], [-1.262, 2.802, 0.485], [-1.234, 3.913, 1.312], [-2.415, 4.452, 1.786], [-3.625, 3.868, 1.449], [-3.655, 2.738, 0.647], [-2.477, 2.215, 0.151], [-1.743, -0.089, 1.775], [-3.041, -0.520, 1.546], [-4.076, -0.017, 2.313], [-3.826, 0.924, 3.297], [-2.527, 1.351, 3.531], [-1.488, 0.840, 2.778], [-0.982, -2.152, -0.049], [-1.383, -2.084, -1.380], [-1.867, -3.215, -2.016], [-1.965, -4.415, -1.331], [-1.612, -4.473, 0.006], [-1.117, -3.350, 0.643], [2.286, 2.126, -2.239], [2.315, 2.867, -4.593], [0.263, 3.803, -5.625], [-1.755, 4.129, -4.243], [-1.771, 3.447, -1.899], [-0.277, 4.351, 1.563], [-2.391, 5.336, 2.406], [-4.550, 4.291, 1.815], [-4.600, 2.267, 0.405], [-2.486, 1.352, -0.502], [-3.238, -1.250, 0.771], [-5.090, -0.355, 2.141], [-4.641, 1.328, 3.885], [-2.325, 2.081, 4.301], [-0.461, 1.137, 2.956], [-1.348, -1.140, -1.911], [-2.156, -3.159, -3.054], [-2.321, -5.300, -1.840], [-1.705, -5.400, 0.550], [-0.829, -3.382, 1.685], [2.219, -3.157, -2.733], [3.501, -3.410, -1.008], [4.173, -4.597, -0.878], [5.060, -4.751, 0.195], [5.200, -3.744, 1.109], [4.492, -2.533, 0.984], [4.625, -1.516, 1.946], [4.036, -0.301, 1.740], [3.282, -0.078, 0.582], [2.972, -1.062, -0.343], [3.632, -2.313, -0.142], [4.025, -5.400, -1.585], [5.628, -5.665, 0.290], [5.878, -3.853, 1.946], [5.198, -1.727, 2.836], [4.108, 0.492, 2.471], [2.875, 0.916, 0.454], [0.506, -0.247, -3.535]],
  "fmax_ev_per_a": 1.13,
  "charge": -1,
  "s2": 1.0991,
  "orbital_gap_ev": [6.8455, 6.8767],
  "e_above_lowest_kcal_mol": 41.4,
  "multiplicity": 2
}

# 3
{
  "formula": "C35H26GeMnN2O6",
  "method": "the ωB97M-V functional and the def2-TZVPD basis",
  "species": ["Mn", "O", "C", "C", "C", "C", "C", "C", "C", "N", "N", "C", "O", "C", "C", "C", "C", "C", "C", "H", "H", "H", "H", "H", "H", "H", "H", "H", "H", "O", "C", "O", "C", "O", "O", "C", "Ge", "C", "C", "C", "C", "C", "C", "C", "C", "C", "C", "C", "C", "C", "C", "C", "C", "C", "C", "H", "H", "H", "H", "H", "H", "H", "H", "H", "H", "H", "H", "H", "H", "H", "H"],
  "coordinates": [[-2.735, -0.372, 0.596], [-2.908, -1.735, 1.956], [-2.084, -2.750, 2.180], [-2.545, -4.059, 2.037], [-1.944, -5.100, 2.708], [-0.785, -4.851, 3.436], [-0.116, -3.631, 3.352], [-0.730, -2.548, 2.653], [-0.036, -1.308, 2.579], [-0.306, -0.383, 1.626], [-0.103, 0.931, 1.970], [-1.274, 1.578, 2.073], [-2.447, 1.114, 1.861], [-1.206, 3.011, 2.310], [-2.319, 3.780, 1.926], [-2.314, 5.154, 2.083], [-1.223, 5.793, 2.680], [-0.136, 5.028, 3.090], [-0.119, 3.667, 2.870], [-3.432, -4.197, 1.446], [-2.390, -6.085, 2.622], [-0.333, -5.663, 4.007], [0.795, -3.499, 3.881], [0.690, -1.097, 3.332], [-3.148, 3.279, 1.471], [-3.172, 5.751, 1.813], [-1.247, 6.872, 2.852], [0.724, 5.555, 3.518], [0.780, 3.091, 3.056], [-4.380, 1.468, -2.543], [-3.929, 0.653, -1.729], [-3.260, 1.103, -0.640], [-3.974, -0.876, -1.933], [-4.572, -1.437, -2.811], [-3.222, -1.465, -0.977], [-0.613, -0.756, 0.304], [0.811, -0.306, -1.003], [2.241, -1.585, -0.552], [3.361, -1.250, 0.232], [4.387, -2.144, 0.413], [4.226, -3.492, 0.091], [3.104, -3.887, -0.608], [2.130, -2.919, -0.913], [-0.010, -0.418, -2.761], [-1.017, 0.497, -3.083], [-1.585, 0.598, -4.364], [-1.193, -0.299, -5.357], [-0.311, -1.340, -5.020], [0.255, -1.374, -3.748], [1.924, 1.341, -0.972], [1.460, 2.540, -0.437], [2.167, 3.738, -0.581], [3.417, 3.716, -1.203], [3.924, 2.533, -1.672], [3.187, 1.344, -1.559], [-0.831, -1.821, 0.227], [3.436, -0.227, 0.594], [5.322, -1.799, 0.874], [4.967, -4.204, 0.433], [2.940, -4.907, -0.950], [1.265, -3.210, -1.542], [-1.408, 1.169, -2.327], [-2.311, 1.386, -4.577], [-1.593, -0.301, -6.368], [0.009, -2.091, -5.746], [0.953, -2.173, -3.584], [0.555, 2.578, 0.182], [1.790, 4.722, -0.224], [3.974, 4.647, -1.347], [4.905, 2.502, -2.195], [3.563, 0.418, -2.003]],
  "fmax_ev_per_a": 3.88,
  "charge": -2,
  "s2": 4.0324,
  "orbital_gap_ev": [4.6745, 5.3590],
  "e_above_lowest_kcal_mol": 0.0,
  "multiplicity": 4
}